Formula: C89H151F21N8O17
Source: the OMol25 dataset
Level of theory: ωB97M-V/def2-TZVPD

Computed properties:
- max |F| (eV/A) = 3.5
- orbital gap (eV) = 3.93
- HOMO energy (eV) = -6.5

Bonds (Å) are listed after each position.
CARTESIAN COORDINATES (ANGSTROEM)
1 C 4.850 1.484 1.841  N2 1.507, H15 1.059, H16 1.106, H17 1.060
2 N 5.064 2.907 2.289  C1 1.507, C3 1.355, C7 1.336
3 C 5.925 3.676 1.580  N2 1.355, C4 1.339, H18 1.069
4 C 6.004 4.991 1.822  C3 1.339, C5 1.379, H19 1.074
5 C 5.265 5.530 2.855  C4 1.379, C6 1.388, C8 1.496
6 C 4.411 4.709 3.579  C5 1.388, C7 1.417, H20 1.067
7 C 4.286 3.327 3.290  N2 1.336, C6 1.417
8 C 5.094 7.013 2.955  C5 1.496, C9 1.444, C13 1.463
9 C 5.970 7.940 2.279  C8 1.444, C10 1.387, H22 1.074
10 C 5.688 9.296 2.356  C9 1.387, N11 1.347, H23 1.050
11 N 4.631 9.732 3.068  C10 1.347, C12 1.333, C14 1.440
12 C 3.728 8.958 3.668  N11 1.333, C13 1.421, H24 1.068
13 C 3.928 7.551 3.658  C8 1.463, C12 1.421, H25 1.077
14 C 4.775 11.118 3.432  N11 1.440, H26 1.091, H27 1.093, H28 1.129
15 H 5.748 1.117 1.417  C1 1.059
16 H 3.909 1.405 1.264  C1 1.106
17 H 4.641 0.898 2.699  C1 1.060
18 H 6.453 3.205 0.779  C3 1.069
19 H 6.682 5.541 1.196  C4 1.074
20 H 3.763 5.078 4.342  C6 1.067
21 H 2.164 2.412 7.948  O194 0.912
22 H 6.688 7.557 1.578  C9 1.074
23 H 6.206 10.034 1.818  C10 1.050
24 H 2.889 9.418 4.143  C12 1.068
25 H 3.139 6.884 3.960  C13 1.077
26 H 5.512 11.638 2.819  C14 1.091
27 H 5.116 11.249 4.462  C14 1.093
28 H 3.813 11.691 3.283  C14 1.129
29 C -0.654 -2.606 4.949  N30 1.492, H43 1.064, H44 1.055, H45 1.109
30 N -1.048 -3.453 3.786  C29 1.492, C31 1.370, C35 1.363
31 C -0.088 -4.036 3.001  N30 1.370, C32 1.366, H46 1.080
32 C -0.521 -4.742 1.915  C31 1.366, C33 1.355, H47 1.059
33 C -1.831 -5.069 1.802  C32 1.355, C34 1.367, C36 1.470
34 C -2.732 -4.709 2.764  C33 1.367, C35 1.346, H48 1.047
35 C -2.338 -3.892 3.758  N30 1.363, C34 1.346, H49 1.069
36 C -2.253 -5.794 0.595  C33 1.470, C37 1.414, C41 1.379
37 C -1.304 -6.452 -0.221  C36 1.414, C38 1.369, H50 1.055
38 C -1.688 -7.024 -1.405  C37 1.369, N39 1.362, H51 1.065
39 N -2.958 -6.766 -1.820  C38 1.362, C40 1.334, C42 1.438
40 C -3.857 -6.117 -1.079  N39 1.334, C41 1.376, H52 1.078
41 C -3.547 -5.603 0.159  C36 1.379, C40 1.376, H53 1.085
42 C -3.220 -7.097 -3.194  N39 1.438, H54 1.085, H55 1.088, H56 1.102
43 H -0.808 -3.051 5.904  C29 1.064
44 H -1.196 -1.706 5.048  C29 1.055
45 H 0.409 -2.407 4.704  C29 1.109
46 H 0.954 -3.756 3.043  C31 1.080
47 H 0.260 -5.033 1.261  C32 1.059
48 H -3.704 -5.086 2.663  C34 1.047
49 H -2.990 -3.604 4.554  C35 1.069
50 H -0.321 -6.585 0.139  C37 1.055
51 H -1.053 -7.606 -2.030  C38 1.065
52 H -4.817 -5.996 -1.557  C40 1.078
53 H -4.230 -4.991 0.738  C41 1.085
54 H -4.198 -6.714 -3.469  C42 1.085
55 H -3.204 -8.172 -3.361  C42 1.088
56 H -2.451 -6.660 -3.850  C42 1.102
57 C -3.117 -1.971 -0.611  C58 1.567, H67 1.062, H68 1.101, H69 1.111
58 C -3.812 -1.240 0.589  C57 1.567, C59 1.517, H70 1.057, H71 1.083
59 C -3.105 0.081 0.828  C58 1.517, C60 1.523, H72 1.086, H73 1.093
60 C -3.244 0.747 2.191  C59 1.523, N61 1.521, H74 1.086, H75 1.088
61 N -2.959 2.240 2.241  C60 1.521, C62 1.485, C65 1.521, C66 1.478
62 C -3.045 2.734 3.639  N61 1.485, C63 1.608, H76 1.093, H77 1.077
63 C -2.218 4.112 3.601  C62 1.608, C64 1.535, H78 1.115, H79 1.076
64 C -1.227 3.988 2.435  C63 1.535, C65 1.533, H80 1.119, H81 1.076
65 C -1.588 2.669 1.741  N61 1.521, C64 1.533, H82 1.099, H83 1.072
66 C -3.992 2.863 1.387  N61 1.478, H84 1.078, H85 1.067, H86 1.104
67 H -2.271 -2.529 -0.295  C57 1.062
68 H -2.702 -1.302 -1.381  C57 1.101
69 H -3.735 -2.750 -1.107  C57 1.111
70 H -3.866 -1.939 1.380  C58 1.057
71 H -4.832 -1.097 0.256  C58 1.083
72 H -3.365 0.733 0.000  C59 1.086
73 H -2.018 0.023 0.739  C59 1.093
74 H -2.468 0.351 2.840  C60 1.086
75 H -4.199 0.623 2.697  C60 1.088
76 H -4.118 2.851 3.814  C62 1.093
77 H -2.710 2.034 4.387  C62 1.077
78 H -2.803 5.058 3.510  C63 1.115
79 H -1.738 4.233 4.556  C63 1.076
80 H -1.086 4.932 1.852  C64 1.119
81 H -0.214 3.890 2.785  C64 1.076
82 H -1.679 2.781 0.651  C65 1.099
83 H -0.815 1.977 2.008  C65 1.072
84 H -4.984 2.868 1.810  C66 1.078
85 H -3.904 2.374 0.442  C66 1.067
86 H -3.767 3.929 1.209  C66 1.104
87 C -4.556 -3.094 -5.446  C88 1.503, H97 1.104, H98 1.102, H99 1.088
88 C -5.284 -3.867 -4.382  C87 1.503, C89 1.541, H100 1.095, H101 1.128
89 C -6.509 -3.224 -3.702  C88 1.541, C90 1.508, H102 1.093, H103 1.077
90 C -6.796 -4.022 -2.456  C89 1.508, N91 1.520, H104 1.094, H105 1.107
91 N -8.025 -3.704 -1.621  C90 1.520, C92 1.506, C95 1.550, C96 1.510
92 C -8.242 -4.787 -0.597  N91 1.506, C93 1.536, H106 1.087, H107 1.091
93 C -9.662 -4.579 -0.051  C92 1.536, C94 1.565, H108 1.081, H109 1.109
94 C -10.439 -4.077 -1.314  C93 1.565, C95 1.499, H110 1.078, H111 1.098
95 C -9.397 -3.754 -2.342  N91 1.550, C94 1.499, H112 1.081, H113 1.112
96 C -7.925 -2.392 -0.880  N91 1.510, H114 1.102, H115 1.112, H116 1.076
97 H -4.192 -2.162 -4.979  C87 1.104
98 H -5.168 -2.889 -6.339  C87 1.102
99 H -3.735 -3.711 -5.804  C87 1.088
100 H -4.532 -4.070 -3.614  C88 1.095
101 H -5.692 -4.850 -4.756  C88 1.128
102 H -7.371 -3.258 -4.374  C89 1.093
103 H -6.294 -2.200 -3.443  C89 1.077
104 H -5.955 -4.077 -1.758  C90 1.094
105 H -6.975 -5.080 -2.726  C90 1.107
106 H -7.495 -4.645 0.180  C92 1.087
107 H -8.118 -5.758 -1.077  C92 1.091
108 H -9.729 -3.839 0.733  C93 1.081
109 H -10.048 -5.519 0.393  C93 1.109
110 H -11.045 -3.205 -1.124  C94 1.078
111 H -11.147 -4.880 -1.563  C94 1.098
112 H -9.528 -2.800 -2.834  C95 1.081
113 H -9.270 -4.532 -3.126  C95 1.112
114 H -8.890 -2.284 -0.359  C96 1.102
115 H -7.846 -1.583 -1.640  C96 1.112
116 H -7.090 -2.301 -0.207  C96 1.076
117 C 4.395 7.248 -2.139  C118 1.549, H127 1.099, H128 1.091, H129 1.123
118 C 3.938 6.355 -0.959  C117 1.549, C119 1.490, H130 1.101, H131 1.077
119 C 2.475 6.095 -1.065  C118 1.490, C120 1.511, H132 1.076, H133 1.067
120 C 2.155 5.203 -2.243  C119 1.511, N121 1.526, H134 1.112, H135 1.117
121 N 1.808 3.803 -1.744  C120 1.526, C122 1.495, C125 1.580, C126 1.500
122 C 1.640 2.901 -2.924  N121 1.495, C123 1.482, H136 1.082, H137 1.104
123 C 0.283 3.224 -3.423  C122 1.482, C124 1.540, H138 1.090, H139 1.078
124 C -0.491 4.023 -2.358  C123 1.540, C125 1.520, H140 1.117, H141 1.112
125 C 0.357 3.778 -1.120  N121 1.580, C124 1.520, H142 1.104, H143 1.117
126 C 2.839 3.195 -0.840  N121 1.500, H144 1.105, H145 1.088, H146 1.121
127 H 3.989 6.945 -3.114  C117 1.099
128 H 5.484 7.309 -2.114  C117 1.091
129 H 3.925 8.245 -1.927  C117 1.123
130 H 4.335 6.663 0.021  C118 1.101
131 H 4.534 5.471 -1.114  C118 1.077
132 H 1.997 7.019 -1.341  C119 1.076
133 H 1.923 5.634 -0.277  C119 1.067
134 H 2.995 5.045 -2.953  C120 1.112
135 H 1.294 5.572 -2.852  C120 1.117
136 H 1.774 1.875 -2.607  C122 1.082
137 H 2.413 3.166 -3.666  C122 1.104
138 H -0.405 2.433 -3.723  C123 1.090
139 H 0.321 3.817 -4.322  C123 1.078
140 H -1.500 3.560 -2.229  C124 1.117
141 H -0.603 5.099 -2.614  C124 1.112
142 H 0.186 2.735 -0.799  C125 1.104
143 H 0.273 4.410 -0.203  C125 1.117
144 H 3.792 3.243 -1.397  C126 1.105
145 H 2.530 2.213 -0.487  C126 1.088
146 H 2.840 3.804 0.101  C126 1.121
147 C 2.022 -1.692 -6.386  C148 1.552, H157 1.135, H158 1.068, H159 1.100
148 C 2.467 -0.880 -5.141  C147 1.552, C149 1.542, H160 1.106, H161 1.091
149 C 3.421 -1.621 -4.184  C148 1.542, C150 1.570, H162 1.096, H163 1.088
150 C 3.676 -0.787 -2.878  C149 1.570, N151 1.499, H164 1.099, H165 1.104
151 N 4.824 -1.333 -2.084  C150 1.499, C152 1.554, C155 1.496, C156 1.535
152 C 5.195 -0.470 -0.846  N151 1.554, C153 1.601, H166 1.090, H167 1.103
153 C 6.557 0.297 -1.194  C152 1.601, C154 1.558, H168 1.107, H169 1.096
154 C 7.193 -0.787 -2.115  C153 1.558, C155 1.526, H170 1.123, H171 1.108
155 C 6.031 -1.288 -2.968  N151 1.496, C154 1.526, H172 1.098, H173 1.098
156 C 4.518 -2.715 -1.490  N151 1.535, H174 1.068, H175 1.056, H176 1.063
157 H 1.786 -0.929 -7.192  C147 1.135
158 H 1.183 -2.291 -6.104  C147 1.068
159 H 2.894 -2.269 -6.729  C147 1.100
160 H 1.563 -0.543 -4.598  C148 1.106
161 H 2.885 0.086 -5.428  C148 1.091
162 H 4.332 -1.840 -4.753  C149 1.096
163 H 2.937 -2.579 -4.008  C149 1.088
164 H 2.738 -0.843 -2.308  C150 1.099
165 H 3.876 0.274 -3.108  C150 1.104
166 H 5.429 -1.123 -0.005  C152 1.090
167 H 4.305 0.087 -0.509  C152 1.103
168 H 7.125 0.347 -0.246  C153 1.107
169 H 6.518 1.246 -1.739  C153 1.096
170 H 7.732 -1.521 -1.457  C154 1.123
171 H 7.906 -0.399 -2.870  C154 1.108
172 H 6.153 -2.299 -3.378  C155 1.098
173 H 5.868 -0.479 -3.691  C155 1.098
174 H 3.745 -2.549 -0.772  C156 1.068
175 H 5.376 -3.168 -1.074  C156 1.056
176 H 4.220 -3.339 -2.297  C156 1.063
177 C 7.222 -1.067 2.935  O178 1.522, O179 1.269, C180 1.554, H191 1.125
178 O 5.711 -1.194 3.059  C177 1.522, C184 1.408
179 O 7.518 -0.479 1.850  C177 1.269
180 C 7.577 -0.360 4.272  C177 1.554, F181 1.366, F182 1.361, F183 1.321
181 F 6.679 -0.610 5.271  C180 1.366
182 F 8.825 -0.642 4.735  C180 1.361
183 F 7.495 0.940 4.052  C180 1.321
184 C 5.225 -2.453 3.462  O178 1.408, C185 1.495, H189 1.091, H190 1.073
185 C 5.223 -3.522 2.417  C184 1.495, H186 1.104, H187 1.089, H188 1.100
186 H 4.713 -4.437 2.766  C185 1.104
187 H 4.782 -3.140 1.497  C185 1.089
188 H 6.238 -3.911 2.249  C185 1.100
189 H 4.184 -2.450 3.790  C184 1.091
190 H 5.841 -2.763 4.285  C184 1.073
191 H 7.418 -2.161 3.105  C177 1.125
192 C 1.042 0.992 7.082  O193 1.409, O194 1.407, C195 1.573, H206 1.111
193 O -0.105 1.026 7.899  C192 1.409, C199 1.455
194 O 1.821 2.163 7.140  H21 0.912, C192 1.407
195 C 1.735 -0.339 7.554  C192 1.573, F196 1.301, F197 1.338, F198 1.318
196 F 1.278 -1.291 6.795  C195 1.301
197 F 3.063 -0.352 7.386  C195 1.338
198 F 1.358 -0.643 8.780  C195 1.318
199 C -1.403 1.228 7.273  O193 1.455, C200 1.603, H204 1.119, H205 1.133
200 C -2.375 1.704 8.456  C199 1.603, H201 1.081, H202 1.089, H203 1.115
201 H -3.359 2.090 8.229  C200 1.081
202 H -2.454 0.793 9.049  C200 1.089
203 H -1.843 2.395 9.151  C200 1.115
204 H -1.754 0.231 6.906  C199 1.119
205 H -1.232 2.035 6.495  C199 1.133
206 H 0.868 1.048 5.986  C192 1.111
207 C -6.424 -2.710 2.287  O208 1.490, O209 1.305, C210 1.632, H221 1.145
208 O -5.451 -2.352 3.357  C207 1.490, C214 1.439
209 O -5.843 -3.447 1.381  C207 1.305
210 C -7.709 -3.421 3.000  C207 1.632, F211 1.318, F212 1.428, F213 1.345
211 F -7.629 -3.531 4.311  C210 1.318
212 F -8.865 -2.650 2.670  C210 1.428
213 F -7.986 -4.658 2.549  C210 1.345
214 C -5.881 -1.268 4.200  O208 1.439, C215 1.502, H219 1.068, H220 1.067
215 C -4.926 -1.128 5.350  C214 1.502, H216 1.071, H217 1.061, H218 1.080
216 H -5.068 -1.806 6.168  C215 1.071
217 H -3.956 -1.333 4.971  C215 1.061
218 H -4.987 -0.195 5.891  C215 1.080
219 H -6.892 -1.473 4.479  C214 1.068
220 H -5.738 -0.348 3.679  C214 1.067
221 H -6.819 -1.676 1.996  C207 1.145
222 C -3.677 1.583 -2.670  O223 1.555, O224 1.362, C225 1.534, H236 1.088
223 O -3.401 2.176 -4.081  C222 1.555, C229 1.457
224 O -3.092 2.291 -1.665  C222 1.362
225 C -5.199 1.681 -2.502  C222 1.534, F226 1.308, F227 1.380, F228 1.329
226 F -5.675 2.877 -2.730  C225 1.308
227 F -5.879 0.834 -3.354  C225 1.380
228 F -5.517 1.309 -1.267  C225 1.329
229 C -3.692 1.267 -5.181  O223 1.457, C230 1.497, H234 1.064, H235 1.101
230 C -3.064 1.692 -6.472  C229 1.497, H231 1.106, H232 1.108, H233 1.141
231 H -1.982 1.914 -6.414  C230 1.106
232 H -3.168 0.865 -7.203  C230 1.108
233 H -3.538 2.640 -6.895  C230 1.141
234 H -4.736 1.068 -5.240  C229 1.064
235 H -3.277 0.276 -4.939  C229 1.101
236 H -3.409 0.534 -2.775  C222 1.088
237 C 5.287 3.858 -4.250  O238 1.594, O239 1.306, C240 1.542, H251 1.177
238 O 3.922 4.250 -4.974  C237 1.594, C244 1.366
239 O 5.081 3.419 -3.037  C237 1.306
240 C 5.629 2.622 -5.105  C237 1.542, F241 1.350, F242 1.349, F243 1.371
241 F 4.555 1.804 -5.134  C240 1.350
242 F 5.973 2.809 -6.396  C240 1.349
243 F 6.704 1.931 -4.608  C240 1.371
244 C 4.030 5.042 -6.081  O238 1.366, C245 1.523, H249 1.076, H250 1.095
245 C 2.685 5.753 -6.145  C244 1.523, H246 1.110, H247 1.077, H248 1.090
246 H 2.431 6.251 -5.185  C245 1.110
247 H 2.662 6.475 -6.944  C245 1.077
248 H 1.897 5.024 -6.335  C245 1.090
249 H 4.304 4.471 -6.951  C244 1.076
250 H 4.764 5.848 -5.972  C244 1.095
251 H 5.965 4.809 -4.397  C237 1.177
252 C 0.051 -5.586 -3.822  O253 1.526, O254 1.309, C255 1.684, H266 1.117
253 O 0.549 -5.543 -2.380  C252 1.526, C259 1.428
254 O -0.701 -6.600 -4.167  C252 1.309
255 C -0.765 -4.117 -3.933  C252 1.684, F256 1.353, F257 1.356, F258 1.340
256 F -1.733 -4.035 -2.992  C255 1.353
257 F 0.026 -3.022 -3.808  C255 1.356
258 F -1.260 -4.048 -5.177  C255 1.340
259 C 1.963 -5.341 -2.399  O253 1.428, C260 1.504, H264 1.076, H265 1.107
260 C 2.531 -5.329 -1.007  C259 1.504, H261 1.084, H262 1.074, H263 1.130
261 H 2.387 -4.384 -0.496  C260 1.084
262 H 2.057 -6.145 -0.493  C260 1.074
263 H 3.661 -5.359 -1.001  C260 1.130
264 H 2.300 -4.484 -2.957  C259 1.076
265 H 2.395 -6.185 -2.969  C259 1.107
266 H 1.021 -5.386 -4.339  C252 1.117
267 C 1.313 0.522 1.437  O268 1.492, O269 1.287, C270 1.563, H281 1.120
268 O 0.325 0.437 0.322  C267 1.492, C274 1.379
269 O 1.673 1.719 1.741  C267 1.287
270 C 0.684 -0.199 2.673  C267 1.563, F271 1.346, F272 1.381, F273 1.317
271 F -0.526 0.308 2.975  C270 1.346
272 F 0.509 -1.540 2.398  C270 1.381
273 F 1.393 -0.143 3.782  C270 1.317
274 C 0.373 -0.689 -0.472  O268 1.379, C275 1.473, H279 1.098, H280 1.105
275 C -0.077 -0.255 -1.806  C274 1.473, H276 1.097, H277 1.096, H278 1.087
276 H -1.085 0.175 -1.741  C275 1.097
277 H 0.574 0.458 -2.325  C275 1.096
278 H -0.223 -1.144 -2.415  C275 1.087
279 H -0.154 -1.576 -0.097  C274 1.098
280 H 1.399 -1.098 -0.491  C274 1.105
281 H 2.177 -0.101 1.093  C267 1.120
282 O 1.719 -6.145 2.857  C283 1.447, H286 0.956
283 C 1.637 -6.331 4.290  O282 1.447, O284 1.280, O285 1.230
284 O 0.830 -5.555 4.912  C283 1.280
285 O 2.401 -7.232 4.634  C283 1.230
286 H 2.490 -6.684 2.691  O282 0.956